# 1
A 2-piece molecular cluster, C4H9N2O overall, computed with ωB97M-V/def2-TZVPD.

Computed properties:
net charge	+1
HOMO	-14.602	eV
energy above the lowest of the compared OMol25 structures with the same formula, charge and spin	178.5	kcal/mol
frontier orbital gap	0.408	Ha

Each line ends with the Mulliken charge.
Atoms and positions in Å:
C (-2.359, -0.425, -0.689)  -0.084
H (2.756, 0.655, 0.029)  0.251
C (1.247, -0.733, 0.823)  -0.499
C (0.821, 0.902, -0.363)  -0.563
H (-0.226, 1.361, 0.032)  0.192
H (-0.430, -0.904, -0.589)  0.281
N (-3.438, -0.557, -0.045)  -0.137
H (1.054, -0.829, -1.418)  0.379
C (1.890, 0.608, 0.641)  -0.284
H (1.977, 1.246, 1.585)  0.304
H (0.778, -0.789, 1.745)  0.295
H (0.963, 1.529, -1.212)  0.427
O (-3.042, 0.762, -0.671)  -0.217
H (1.867, -1.646, 0.795)  0.288
H (-4.454, -0.636, -0.129)  0.346
N (0.597, -0.544, -0.533)  0.020

=====

# 2
C24H22N5O3STi as an isolated structure, computed with ωB97M-V/def2-TZVPD.

Computed properties:
2S+1	3
net charge	-1
HOMO (alpha / beta)	-2.519 / -4.789	eV
energy above the lowest of the compared OMol25 structures with the same formula, charge and spin	0.0	kcal/mol
frontier orbital gap (alpha / beta)	0.168 / 0.254	Ha

Each line ends with the Mulliken charge.
Atoms and positions in Å:
H (-4.179, 3.021, -1.100)  0.444
C (-3.391, -0.687, -0.324)  0.004
H (-0.354, 1.684, 3.723)  0.520
H (-1.537, -0.443, 3.376)  0.338
S (0.088, -0.866, -2.765)  -0.443
H (0.361, -2.059, 3.281)  0.274
H (-0.954, -3.349, 1.100)  0.500
C (1.984, 1.316, -0.431)  0.175
H (2.016, 4.013, -0.957)  0.587
C (3.345, 1.583, -0.547)  -0.785
C (3.786, -0.734, 0.100)  -1.150
O (-1.197, 6.432, -1.241)  -0.764
C (0.532, -0.986, 3.390)  -1.344
C (-4.999, 1.088, -0.562)  -0.336
O (-0.846, -0.776, 1.460)  -0.276
C (-1.417, 3.744, -1.110)  -0.646
C (4.251, 0.561, -0.279)  -0.658
N (1.592, 0.065, -0.036)  0.735
N (-0.335, -2.347, -0.639)  0.166
N (1.197, -3.306, -2.143)  -0.514
H (5.309, 0.751, -0.344)  0.411
H (-1.210, 1.771, 2.154)  0.171
C (-0.086, 5.847, -1.217)  0.474
C (-4.696, -0.279, -0.270)  -0.936
C (-2.666, 1.536, -0.865)  0.493
H (0.556, 1.481, 2.210)  0.106
H (2.723, -5.069, -2.653)  0.358
N (-0.326, 1.655, -0.664)  0.368
H (-2.362, 4.242, -1.249)  0.573
H (1.713, -6.377, -1.923)  0.293
H (2.984, -5.591, -0.966)  0.298
H (0.579, -5.330, 0.527)  0.366
C (2.235, -5.421, -1.745)  -1.229
N (-2.441, 0.206, -0.660)  0.703
Ti (-0.479, -0.335, -0.269)  -0.616
H (-6.035, 1.402, -0.552)  0.404
C (2.445, -0.931, 0.247)  -0.123
C (0.891, 2.252, -0.687)  0.603
C (0.499, -4.464, -0.117)  -1.094
O (1.060, 6.347, -1.273)  -0.763
C (-0.395, 1.282, 2.704)  -1.120
C (1.012, 3.617, -0.939)  -1.018
H (4.492, -1.529, 0.300)  0.426
C (1.276, -4.350, -1.315)  1.080
H (3.655, 2.574, -0.823)  0.521
H (2.011, -1.885, 0.571)  0.496
C (0.324, -2.338, -1.827)  0.207
C (-1.463, 2.370, -0.933)  0.440
C (-0.332, -3.412, 0.204)  -0.175
C (-0.624, -0.215, 2.784)  0.490
H (0.599, -0.764, 4.456)  0.481
C (-3.989, 1.985, -0.869)  -1.037
H (-5.468, -0.986, 0.001)  0.410
H (1.475, -0.697, 2.921)  0.233
C (-0.159, 4.402, -1.103)  -0.458
H (-3.049, -1.702, -0.112)  0.340

=====

# 3
One molecule with the formula C3H6N2OS, computed with ωB97M-V/def2-TZVPD.

Computed properties:
HOMO (alpha / beta)	-6.946 / -6.944	eV
energy above the lowest of the compared OMol25 structures with the same formula, charge and spin	132.2	kcal/mol
frontier orbital gap (alpha / beta)	0.272 / 0.272	Ha

Each line ends with the Mulliken charge.
Atoms and positions in Å:
C (-1.600, -0.250, -0.950)  -0.105
O (-2.784, 1.591, 0.236)  -0.716
C (0.303, -0.186, 0.409)  -0.495
H (1.448, 0.033, -1.336)  0.333
N (-1.013, 0.340, 0.033)  0.432
H (1.519, -1.581, -0.805)  0.409
S (-0.595, -1.454, -1.682)  -0.132
H (-2.703, -0.117, -0.970)  0.393
H (-1.072, 2.046, 0.925)  0.219
N (-1.647, 1.241, 0.765)  -0.316
C (0.952, -0.743, -0.884)  -0.640
H (0.244, -0.850, 1.177)  0.305
H (0.878, 0.652, 0.823)  0.312

=====

# 4
C5H10O as an isolated structure, computed with ωB97M-V/def2-TZVPD.

Computed properties:
HOMO	-7.890	eV
energy above the lowest of the compared OMol25 structures with the same formula, charge and spin	64.2	kcal/mol
frontier orbital gap	0.326	Ha

Each line ends with the Mulliken charge.
Atoms and positions in Å:
C (-0.765, 1.556, -1.333)  -1.141
H (-1.006, -2.152, 1.181)  0.224
H (1.256, -1.455, 1.767)  0.233
C (0.064, -0.101, 0.450)  0.409
C (0.422, 1.078, -0.500)  -0.462
H (-1.125, 0.729, -1.948)  0.315
C (-0.242, -1.977, 0.423)  -0.739
H (-1.581, 1.884, -0.681)  0.275
H (-0.500, 2.391, -1.991)  0.351
H (0.765, 1.937, 0.117)  0.252
H (1.280, 0.841, -1.140)  0.335
H (-1.013, -0.281, 2.008)  0.337
H (1.791, -1.236, 0.021)  0.258
C (0.989, -1.191, 0.765)  -0.424
O (-0.776, 0.434, 1.409)  -0.488
H (-0.274, -2.689, -0.387)  0.265

=====

# 5
One molecule with the formula C5H8O2, computed with ωB97M-V/def2-TZVPD.

Computed properties:
HOMO	-9.778	eV
energy above the lowest of the compared OMol25 structures with the same formula, charge and spin	43.3	kcal/mol
frontier orbital gap	0.387	Ha

Each line ends with the Mulliken charge.
Atoms and positions in Å:
C (-0.678, -0.186, -1.067)  -0.895
H (1.584, -1.543, -1.145)  0.330
H (-1.670, 0.959, 0.669)  0.276
C (0.811, 0.247, -1.006)  0.178
C (-1.626, -0.677, 1.353)  -0.336
H (-1.307, 0.388, -1.748)  0.226
O (1.788, -0.655, -1.467)  -0.559
H (-1.519, -0.311, 2.403)  0.353
H (1.028, 1.168, -1.557)  0.370
H (1.242, -0.292, 1.080)  0.291
C (-0.870, 0.187, 0.417)  0.528
O (-2.439, -1.502, 1.016)  -0.496
H (-0.805, -1.253, -1.291)  0.301
H (0.975, 1.452, 0.902)  0.260
C (0.670, 0.471, 0.530)  -0.827

=====

# 6
One molecule with the formula C16H20Br2O5, computed with ωB97M-V/def2-TZVPD.

Computed properties:
HOMO	-8.637	eV
energy above the lowest of the compared OMol25 structures with the same formula, charge and spin	0.0	kcal/mol
frontier orbital gap	0.331	Ha

Each line ends with the Mulliken charge.
Atoms and positions in Å:
O (-1.495, 0.495, -0.089)  -0.469
C (0.889, 0.061, -0.276)  -0.128
H (4.422, -2.208, -0.527)  0.364
C (-0.196, 1.879, -1.705)  -0.577
H (-3.615, -2.318, 1.952)  0.364
H (-2.757, 2.487, -2.383)  0.463
C (0.709, 4.140, -1.187)  -0.805
H (-2.689, -0.515, -2.360)  0.388
C (3.578, -1.755, -1.020)  -1.068
Br (3.369, -2.349, 2.136)  -0.167
C (1.998, -0.625, 0.239)  1.122
C (0.652, -1.584, 2.023)  1.217
H (-3.727, 1.389, -1.458)  0.393
C (-1.674, -0.104, -2.431)  -1.722
C (-1.501, 1.028, -1.422)  1.582
H (-0.933, -0.904, -2.231)  0.368
C (-2.661, -2.256, 1.462)  -1.127
H (0.407, 5.002, -0.593)  0.283
H (3.868, -1.552, -2.030)  0.361
H (-0.229, 2.182, -2.758)  0.769
C (-1.807, -1.186, 2.105)  0.113
C (-0.369, -0.148, 0.361)  0.218
O (0.568, -2.419, 3.077)  -0.536
H (0.375, -0.730, 4.349)  0.309
H (2.790, -2.482, -1.088)  0.423
H (-2.823, -2.004, 0.387)  0.211
H (-1.519, 0.240, -3.442)  0.401
C (1.882, -1.425, 1.386)  -0.251
H (1.883, -1.680, 4.522)  0.274
O (3.199, -0.541, -0.393)  -0.528
H (-2.712, 2.684, -0.667)  0.353
H (0.568, 4.451, -2.208)  0.359
H (-2.160, -3.228, 1.517)  0.315
C (0.806, -1.758, 4.328)  -0.787
H (1.729, 3.839, -1.027)  0.282
O (-0.174, 3.041, -0.844)  -0.360
H (1.870, 1.649, -1.199)  0.517
Br (1.576, 0.038, -3.189)  -0.111
C (-2.751, 1.924, -1.489)  -1.858
O (-2.297, -0.479, 2.977)  -0.583
C (-0.478, -0.954, 1.510)  0.170
C (1.073, 0.985, -1.481)  -0.834
H (0.356, -2.312, 5.168)  0.290

=====

# 7
C25H2AsF21GeMoN2O7S as an isolated structure, computed with ωB97M-V/def2-TZVPD.

Computed properties:
2S+1	2
net charge	+3
HOMO (alpha / beta)	-17.304 / -17.304	eV
energy above the lowest of the compared OMol25 structures with the same formula, charge and spin	47.0	kcal/mol
frontier orbital gap (alpha / beta)	0.181 / 0.171	Ha

Each line ends with the Mulliken charge.
Atoms and positions in Å:
C (3.786, 1.997, -6.471)  0.114
O (-1.428, -1.504, 2.274)  -0.309
C (0.065, 4.506, -2.885)  -0.081
O (3.096, -3.960, -2.433)  -0.510
As (0.079, 2.343, 2.534)  1.619
F (1.892, 0.863, -5.791)  -0.308
C (3.040, 4.046, -4.787)  0.512
C (1.349, -3.479, -1.040)  -0.593
F (-3.826, 0.720, -7.546)  -0.230
C (-0.585, 6.828, -3.192)  0.040
O (2.191, -2.005, -2.587)  -0.599
C (-0.905, 2.157, -5.037)  0.268
F (-0.989, 8.132, -1.293)  -0.237
C (4.621, 3.101, -6.430)  0.700
F (-0.855, 7.834, -3.990)  -0.230
Mo (-0.357, 0.314, -0.696)  1.902
N (0.078, -6.558, 0.649)  1.026
C (2.588, 1.956, -5.667)  0.632
O (0.713, -1.186, -0.671)  -0.620
C (-0.529, -4.183, 0.933)  -0.667
F (5.702, 3.171, -7.147)  -0.190
C (-1.809, 1.870, -7.276)  0.063
C (0.251, -5.122, 0.283)  -0.285
F (-0.388, 6.066, 0.345)  -0.234
C (-0.351, 5.910, -0.967)  0.130
S (0.873, 1.110, -2.372)  0.359
H (-1.237, -4.495, 1.691)  0.638
C (-2.007, 1.465, -4.554)  0.330
F (1.591, 2.830, 2.032)  -0.283
Ge (0.431, 2.910, -3.881)  0.303
F (-0.127, 5.411, -5.023)  -0.342
O (-1.576, -0.808, 0.107)  -0.654
F (-0.632, 3.822, 2.356)  -0.192
F (0.522, 1.866, 4.048)  -0.243
F (-1.713, 2.069, -8.571)  -0.231
F (0.454, 1.114, 0.920)  -0.543
C (-0.835, 2.340, -6.416)  0.323
H (1.744, -5.587, -1.189)  0.666
N (2.305, -3.122, -2.108)  0.980
C (2.171, 2.974, -4.822)  0.120
O (-0.609, -6.773, 1.615)  -0.551
C (-2.898, 1.178, -6.749)  0.751
C (1.179, -4.804, -0.698)  -0.341
C (-0.221, 5.595, -3.695)  0.650
C (-1.145, -1.760, 1.172)  -0.052
C (0.001, 4.693, -1.513)  -0.157
C (-0.363, -2.857, 0.563)  1.163
F (-4.021, 0.310, -4.874)  -0.245
C (-0.653, 6.979, -1.808)  0.468
C (0.589, -2.503, -0.397)  0.826
C (4.249, 4.133, -5.579)  0.045
F (2.819, 5.088, -4.039)  -0.217
F (4.960, 5.201, -5.468)  -0.160
F (-1.329, 1.455, 2.449)  -0.261
F (-2.115, 1.255, -3.229)  -0.099
F (0.326, 3.689, -0.669)  -0.115
F (-1.607, 1.660, -0.706)  -0.576
F (0.203, 3.006, -6.941)  -0.344
C (-2.999, 0.972, -5.376)  -0.222
O (0.640, -7.355, -0.057)  -0.543
F (4.041, 0.981, -7.222)  -0.164

=====

Number 1: F_max 0.111 Eh/bohr. Number 2: F_max 0.052 Eh/bohr. Number 3: F_max 0.094 Eh/bohr. Number 4: F_max 0.054 Eh/bohr. Number 5: F_max 0.037 Eh/bohr. Number 6: F_max 0.051 Eh/bohr. Number 7: F_max 0.025 Eh/bohr.